Record 1
A cluster of 3 separate species, C3H11NO3S in total in a non-equilibrium geometry, computed with ωB97M-V/def2-TZVPD.

The geometry in XYZ format:
```
19
C3H11NO3S ωB97M-V/def2-TZVPD
C 2.13500 -0.52502 0.54140
C 3.43735 -0.28523 -0.21914
S 4.97569 -0.27349 0.81768
N 0.96899 -0.79960 -0.33709
C 0.21775 0.39044 -0.68462
O -0.40795 1.04603 0.42504
H 2.20955 -1.24064 1.36787
H 1.96639 0.38369 1.12853
H 3.32047 0.69917 -0.68994
H 3.54796 -1.00869 -1.03097
H 0.36109 -1.45515 0.12016
H -0.54997 0.05881 -1.39648
H 0.81668 1.17101 -1.15489
H -5.48085 0.23427 1.32359
H -4.49053 0.22566 0.12663
O -5.52353 0.33000 0.36711
H -1.36547 0.79434 0.36441
H -3.04178 0.00618 -1.00279
O -3.09685 0.24824 -0.06649
```

Computed properties:
gap between HOMO and LUMO = 6.055 eV
2S+1 = 1
molar mass = 141.19 u
charge = -2
relative energy (zero: lowest compared OMol25 entry of this formula, charge and spin) = 0.249 eV

Record 2
A cluster of 11 separate species, C44H85INO16P in total, computed with ωB97M-V/def2-TZVPD.

The geometry in XYZ format:
```
148
C44H85INO16P ωB97M-V/def2-TZVPD
C -1.73560 3.91690 -0.68731
C -2.87099 4.24820 -1.61090
O -3.12216 5.35641 -2.00170
O -3.57743 3.15630 -1.97471
C -4.98861 3.33576 -2.19337
C -5.78740 2.12804 -1.64862
C -4.91872 0.92712 -1.36987
C -4.42994 0.23299 -2.46764
C -3.58416 -0.86487 -2.37076
P -2.87384 -1.69354 -3.86401
C -3.94561 -1.15711 -5.25560
C -1.42321 -0.59149 -4.12840
C -3.24445 -1.28290 -1.07932
C -3.74910 -0.60548 0.04213
C -4.59376 0.50919 -0.07814
C -5.13404 1.25895 1.11394
C -4.62988 2.72208 1.16335
C -3.54824 2.86640 2.22467
I -6.22938 4.07509 1.64938
C -3.26894 -1.11579 1.36349
O -3.96073 -1.23260 2.35493
C -1.83524 -1.49080 1.37706
C -1.03344 -1.18331 2.46785
C 0.31815 -1.47131 2.40111
C 0.84358 -2.07882 1.26917
O 2.17743 -2.33041 1.17901
C 2.98809 -1.16123 0.95958
C 3.36184 -0.93793 -0.50609
C 2.33957 -0.03300 -1.22083
C 4.75698 -0.28190 -0.54002
C 4.81482 1.10119 0.14701
C 5.10549 2.25503 -0.83730
C 5.82794 1.11682 1.30216
C 0.03675 -2.47889 0.20304
C 0.66550 -3.23092 -0.93803
C 1.04155 -4.65815 -0.55644
O 2.20219 -4.99185 -0.53154
N -0.02181 -5.56089 -0.28113
C -0.38845 -5.45527 1.15276
C 0.42417 -6.93841 -0.54400
C -1.31507 -2.14935 0.26450
C -2.29741 -2.42074 -0.82659
O -2.33546 -3.46032 -1.43326
H -0.83089 4.40596 -1.04020
H -1.96339 4.28328 0.31074
H -1.56051 2.84353 -0.65855
H -5.31844 4.25999 -1.72762
H -5.14587 3.40983 -3.26663
H -6.29656 2.43670 -0.74253
H -6.50447 1.87418 -2.42429
H -4.70534 0.58475 -3.45118
H -4.69581 -1.91802 -5.44583
H -3.29078 -1.10338 -6.12367
H -4.40460 -0.17849 -5.13922
H -1.67637 0.45810 -3.96224
H -1.06776 -0.70437 -5.14930
H -0.62999 -0.84955 -3.42879
H -4.85078 0.80358 2.05229
H -6.22155 1.21076 1.07390
H -4.23167 3.01473 0.19848
H -3.18632 3.89010 2.29295
H -2.69511 2.24403 1.93551
H -3.92098 2.52808 3.18879
H -1.46730 -0.70506 3.33356
H 0.96790 -1.21176 3.22436
H 2.47676 -0.25788 1.29565
H 3.87249 -1.28659 1.57841
H 3.44295 -1.90074 -1.00504
H 1.87080 -0.55477 -2.05721
H 1.53084 0.29768 -0.56634
H 2.79273 0.85791 -1.64863
H 5.45145 -0.95891 -0.04860
H 5.02702 -0.17917 -1.59097
H 3.83265 1.33090 0.56687
H 5.51849 1.87598 -1.77269
H 5.82365 2.95847 -0.41957
H 4.19782 2.79262 -1.11258
H 5.77404 0.18971 1.85894
H 6.82001 1.28805 0.89030
H 5.57385 1.92931 1.98273
H 1.61084 -2.78622 -1.22840
H -0.00243 -3.24986 -1.79511
H -0.95685 -6.34577 1.40806
H -1.00472 -4.58408 1.34015
H 0.50718 -5.44715 1.78065
H -0.46694 -7.55105 -0.66970
H 1.00352 -7.35155 0.28442
H 1.01562 -6.98303 -1.45066
C -2.58686 -5.10514 -6.32537
O -1.74586 -3.98997 -6.06317
H -3.59670 -4.72217 -6.45184
H -2.29180 -5.62606 -7.24055
H -2.58367 -5.81210 -5.49189
H -0.84921 -4.31226 -5.94144
C -7.20607 -2.18995 2.95594
O -6.60712 -1.16031 3.72676
H -8.14416 -2.45842 3.43951
H -7.41353 -1.84480 1.93702
H -6.56907 -3.07584 2.90961
H -5.77436 -0.92108 3.29704
C 6.15046 -4.31355 0.16737
O 5.10552 -3.37361 0.37406
H 7.08808 -3.76210 0.18359
H 6.17345 -5.06915 0.95759
H 6.05310 -4.81362 -0.79987
H 4.26594 -3.85058 0.35769
C 7.33667 0.40237 4.79294
O 6.72272 -0.40181 3.78780
H 7.48792 1.39123 4.37210
H 6.70248 0.49041 5.67851
H 8.30531 -0.00809 5.08711
H 6.58826 -1.28156 4.15071
C 9.56434 2.83822 7.45688
O 9.10567 2.57109 6.13606
H 8.68483 3.00385 8.07361
H 10.12546 1.99343 7.86471
H 10.19076 3.73319 7.49132
H 9.87538 2.42220 5.58022
C -4.97569 1.91913 6.22858
O -5.29295 1.41497 4.93944
H -4.22065 2.69255 6.10111
H -5.85138 2.36221 6.71029
H -4.57009 1.13617 6.87564
H -5.96701 0.73025 5.03629
C 1.62617 4.37031 -2.92353
O 1.57989 2.96694 -2.67892
H 2.43402 4.53600 -3.63216
H 0.68766 4.72237 -3.35998
H 1.83676 4.93628 -2.01252
H 0.87096 2.79426 -2.05331
C -10.74189 -1.23086 1.23917
O -10.53906 -0.75601 2.56282
H -11.81382 -1.23195 1.05823
H -10.26266 -0.58131 0.50090
H -10.36469 -2.25030 1.11448
H -9.59177 -0.74610 2.72873
C 2.97714 3.51988 -6.66769
O 2.77200 2.20264 -6.17352
H 3.58637 3.44260 -7.56457
H 2.02810 3.99781 -6.92670
H 3.50852 4.13470 -5.93526
H 2.23896 2.25602 -5.37354
C 8.37782 4.76008 -0.10995
O 8.05085 3.84330 0.92721
H 8.43575 4.18980 -1.03371
H 7.61026 5.53092 -0.22156
H 9.34364 5.24094 0.06721
H 7.99273 4.33254 1.75205
```

Computed properties:
gap between HOMO and LUMO = 7.431 eV
2S+1 = 1
molar mass = 1042.03 u
charge = 0

Record 3
The ion C6H10N5 with charge +1 in a non-equilibrium geometry, computed with ωB97M-V/def2-TZVPD.

The geometry in XYZ format:
```
21
C6H10N5 ωB97M-V/def2-TZVPD
H 0.95250 -1.16987 3.03815
N 0.46630 -0.29248 2.88208
C -0.39318 -0.37947 1.95650
C -1.35211 0.61502 1.50260
N -1.93820 0.21310 0.41759
N -1.63694 -1.01760 0.11676
C -0.68313 -1.58470 1.04266
C 0.53874 -2.03807 0.17332
N 1.07220 -0.96116 -0.54469
C 1.05916 0.18763 -0.80022
N 1.26545 1.43038 -0.98788
C 0.47447 2.25914 -1.87216
H -1.51447 1.54399 2.03609
H -2.14296 -1.65826 -0.41296
H -1.13718 -2.40919 1.48911
H 0.37190 -2.83252 -0.67276
H 1.38509 -2.53708 0.91976
H 1.69211 1.80364 -0.14442
H 0.55245 3.35156 -1.58987
H 0.54755 1.99953 -2.91200
H -0.71973 2.06401 -1.78682
```

Computed properties:
gap between HOMO and LUMO = 8.600 eV
2S+1 = 1
molar mass = 152.18 u
charge = +1
relative energy (zero: lowest compared OMol25 entry of this formula, charge and spin) = 3.856 eV